{
  "formula": "C29H65FN3O4",
  "method": "the ωB97M-V functional and the def2-TZVPD basis",
  "homo_ev": -11.02,
  "charge": 1,
  "spin_multiplicity": 1,
  "orbital_gap_ev": 7.313,
  "species": ["C", "C", "C", "C", "C", "C", "C", "C", "C", "N", "C", "N", "F", "C", "C", "C", "N", "C", "C", "O", "C", "C", "H", "H", "H", "H", "H", "H", "H", "H", "H", "H", "H", "H", "H", "H", "H", "H", "H", "H", "H", "H", "H", "H", "H", "H", "H", "H", "H", "H", "H", "H", "H", "H", "H", "H", "H", "C", "C", "O", "C", "C", "H", "H", "H", "H", "H", "H", "H", "H", "H", "H", "C", "C", "O", "C", "C", "H", "H", "H", "H", "H", "H", "H", "H", "H", "H", "C", "C", "O", "C", "C", "H", "H", "H", "H", "H", "H", "H", "H", "H", "H"],
  "xyz": [[-0.913580, 2.906787, 1.782786], [-1.429871, 1.474352, 1.922662], [-0.518795, 0.609743, 2.795827], [-1.186014, -0.592261, 3.480472], [-2.214643, -1.362250, 2.646668], [-1.611625, -2.290819, 1.571327], [-1.608220, -1.686983, 0.152248], [-0.217252, -1.216561, -0.298843], [-0.269893, -0.072673, -1.329866], [0.509087, 1.106823, -0.929199], [1.735100, 1.392746, -1.224877], [2.144123, 2.658309, -0.674519], [2.861886, 2.203543, 0.478412], [3.104661, 3.424978, -1.461281], [4.075849, 2.605719, -2.316645], [3.469874, 1.320590, -2.867803], [2.517038, 0.599443, -1.980208], [3.006114, -0.670444, -1.388096], [4.124503, -0.510520, -0.365005], [4.712055, -1.778211, -0.284889], [5.676540, -1.933094, 0.766256], [5.307470, -3.112718, 1.656529], [0.175745, 2.924423, 1.667222], [-1.355358, 3.427980, 0.929740], [-1.143562, 3.493230, 2.672169], [-2.441448, 1.475833, 2.334834], [-1.533300, 1.027362, 0.926639], [0.333774, 0.260807, 2.201322], [-0.075646, 1.253829, 3.560631], [-0.394793, -1.295343, 3.758721], [-1.638812, -0.270280, 4.420540], [-2.912644, -0.683423, 2.152137], [-2.828045, -1.955840, 3.325517], [-2.141197, -3.243327, 1.562236], [-0.578992, -2.525124, 1.853469], [-1.993133, -2.412250, -0.567264], [-2.289758, -0.832264, 0.132163], [0.326301, -0.858640, 0.577930], [0.348147, -2.055861, -0.705529], [0.083265, -0.367106, -2.317879], [-1.291435, 0.295188, -1.421193], [0.058360, 1.790765, -0.324480], [2.526889, 4.139453, -2.049658], [3.659208, 4.008934, -0.729488], [4.346945, 3.222708, -3.174199], [5.001413, 2.409383, -1.777442], [4.250257, 0.602963, -3.109907], [2.935511, 1.533003, -3.795380], [2.164636, -1.200378, -0.945167], [3.374023, -1.286439, -2.207385], [4.845733, 0.251419, -0.694278], [3.724053, -0.199379, 0.606543], [6.646455, -2.084457, 0.289571], [5.735545, -1.007861, 1.345857], [5.518687, -2.903446, 2.704685], [5.850264, -4.015181, 1.381171], [4.240944, -3.316923, 1.561391], [6.702371, 8.387333, -5.560086], [6.005119, 7.060436, -5.796726], [6.396836, 6.031963, -4.895660], [6.144467, 6.282228, -3.528675], [4.668031, 6.432137, -3.197178], [7.784515, 8.253830, -5.551352], [6.446908, 9.081277, -6.361411], [6.404764, 8.851400, -4.618986], [6.263862, 6.671438, -6.780772], [4.917060, 7.193103, -5.778315], [6.701526, 7.155817, -3.173724], [6.554533, 5.413343, -3.010431], [4.229952, 7.335079, -3.621681], [4.535971, 6.481924, -2.114268], [4.113105, 5.574589, -3.586835], [-5.945343, -0.285103, -0.175944], [-5.837914, -1.691744, 0.387769], [-5.475150, -1.737889, 1.756945], [-6.378914, -1.109443, 2.656018], [-7.778154, -1.697681, 2.644691], [-5.028671, 0.276528, 0.019730], [-6.101763, -0.331373, -1.254548], [-6.780757, 0.268715, 0.252684], [-5.044591, -2.239039, -0.125187], [-6.768251, -2.242951, 0.213451], [-6.421564, -0.030669, 2.465323], [-5.923805, -1.243991, 3.637944], [-8.298381, -1.508719, 1.705079], [-8.368546, -1.245589, 3.442388], [-7.747328, -2.775373, 2.809017], [-5.038029, -4.784056, 2.943612], [-5.318440, -6.274899, 2.900605], [-5.531316, -6.775611, 1.590465], [-4.455060, -6.612005, 0.686797], [-3.170407, -7.299295, 1.118356], [-5.811560, -4.226931, 2.416946], [-5.006301, -4.440766, 3.979343], [-4.080134, -4.530123, 2.485189], [-6.242077, -6.499363, 3.433740], [-4.516768, -6.830574, 3.400673], [-4.267328, -5.546590, 0.498488], [-4.812207, -7.043959, -0.248201], [-2.734703, -6.838958, 2.006418], [-2.432829, -7.236682, 0.316516], [-3.355169, -8.352014, 1.334596]],
  "atomic_forces_ev_per_a": [[0.048, -0.028, -0.046], [0.010, 0.039, -0.002], [0.050, 0.019, 0.030], [0.106, -0.084, -0.153], [0.028, -0.119, -0.066], [0.123, 0.154, -0.018], [0.093, -0.077, 0.028], [-0.167, 0.118, 0.076], [0.047, 0.036, -0.064], [-0.122, -0.034, 0.312], [-0.197, -0.196, -0.327], [-0.066, 0.285, -0.054], [0.061, -0.182, -0.049], [0.229, 0.044, -0.106], [-0.006, 0.040, -0.008], [-0.019, -0.154, -0.140], [0.685, 0.643, 0.611], [-0.396, -0.332, -0.342], [0.024, -0.018, -0.065], [-0.028, -0.052, 0.013], [0.028, 0.033, -0.016], [0.000, -0.027, 0.008], [-0.003, 0.012, -0.034], [-0.047, 0.008, 0.037], [0.052, -0.011, 0.014], [0.005, 0.105, -0.011], [-0.077, -0.101, 0.070], [0.000, 0.098, -0.022], [-0.015, -0.061, 0.060], [-0.034, 0.024, 0.157], [-0.119, 0.095, -0.094], [-0.086, -0.006, 0.157], [0.032, -0.042, -0.004], [-0.089, 0.057, -0.006], [-0.027, -0.130, -0.003], [-0.015, 0.051, -0.040], [-0.074, -0.081, -0.028], [0.037, -0.033, -0.044], [-0.043, -0.024, 0.060], [0.031, -0.008, 0.020], [0.000, -0.051, -0.086], [0.038, -0.090, 0.097], [-0.127, -0.162, -0.071], [-0.114, 0.126, -0.021], [0.138, -0.015, 0.038], [-0.107, -0.109, 0.151], [0.044, 0.068, -0.047], [-0.067, -0.035, 0.031], [0.124, 0.056, -0.021], [-0.002, 0.014, -0.019], [-0.005, 0.001, 0.011], [-0.013, 0.075, -0.008], [0.028, 0.037, 0.058], [-0.059, -0.007, -0.009], [0.056, 0.006, -0.015], [-0.057, -0.012, -0.050], [-0.001, 0.022, 0.044], [0.021, -0.015, 0.018], [0.006, 0.008, -0.014], [-0.038, -0.023, 0.002], [0.019, -0.015, 0.006], [-0.018, -0.055, 0.019], [-0.001, 0.007, -0.006], [0.007, -0.003, -0.005], [-0.014, 0.005, -0.006], [0.001, 0.011, -0.003], [0.001, -0.008, 0.017], [-0.004, 0.012, -0.032], [0.003, 0.017, 0.024], [0.029, 0.013, -0.001], [-0.011, -0.001, -0.001], [-0.037, 0.026, 0.003], [0.021, 0.005, 0.013], [0.017, -0.041, -0.007], [0.034, 0.098, -0.050], [0.013, 0.006, 0.022], [0.004, -0.022, -0.015], [-0.002, 0.003, -0.004], [0.007, 0.001, -0.001], [-0.007, -0.006, -0.005], [-0.008, -0.004, -0.009], [-0.006, 0.010, 0.014], [0.011, -0.004, -0.009], [-0.012, -0.004, 0.004], [-0.002, 0.013, 0.003], [0.000, -0.006, 0.003], [-0.002, 0.005, 0.007], [0.003, -0.016, -0.006], [0.015, -0.020, 0.001], [0.011, 0.005, 0.002], [-0.007, 0.009, -0.013], [-0.012, -0.010, 0.019], [0.008, 0.002, 0.011], [-0.018, -0.002, 0.003], [0.009, 0.001, 0.023], [0.001, 0.013, 0.005], [0.006, -0.005, -0.017], [-0.010, 0.003, 0.010], [0.013, -0.002, -0.003], [0.003, 0.011, -0.006], [-0.003, -0.008, -0.004], [0.007, 0.000, -0.004]]
}